No. 1
C10H17NOS | the ωB97M-V functional and the def2-TZVPD basis

Geometry as XYZ:
```
30
Properties=species:S:1:pos:R:3:lowdin_charge:R:1
H 2.264 -2.950 0.135 0.111
H -1.476 -3.037 0.724 0.111
C -1.408 -1.741 -0.972 -0.207
H 1.234 -2.270 -1.146 0.105
C -1.661 0.733 -0.616 -0.138
N 0.895 -0.636 1.195 0.131
H -0.940 -2.489 -1.618 0.104
H 2.419 2.666 0.353 0.054
O 2.553 0.758 -1.554 -0.543
H -1.736 3.865 -0.023 0.072
H -1.613 -1.320 1.125 0.112
H -0.047 2.042 -0.616 0.094
C 0.376 -1.998 0.924 -0.293
C -1.674 2.938 0.548 -0.100
C 1.527 -2.185 -0.104 -0.073
H -2.681 0.549 -0.297 0.113
S 3.070 0.419 -0.219 0.907
C -1.041 -0.336 -1.459 -0.199
H 1.558 1.465 1.367 0.019
C 2.512 1.751 0.930 -0.231
C 1.847 -0.800 0.355 -0.451
H 0.511 -2.609 1.821 0.140
C -1.086 -2.041 0.494 -0.158
H -2.492 -1.859 -1.082 0.110
H 3.269 1.860 1.699 0.040
H -1.415 -0.239 -2.486 0.119
H 0.038 -0.185 -1.501 0.086
C -1.058 1.860 -0.277 -0.173
H -1.067 3.135 1.432 0.068
H -2.676 2.658 0.867 0.070
```

The LUMO energy is 0.73 eV. The maximum force is 1.4 eV/Å. The relative energy (zero: lowest compared OMol25 entry of this formula, charge and spin) comes out at 233.2 kJ/mol. The total energy comes out at -919.31754 Eh. The calculation puts the HOMO-LUMO gap at 9.681 eV. The calculation puts the HOMO energy at -8.948 eV.

No. 2
C10H17P | the ωB97M-V functional and the def2-TZVPD basis

Geometry as XYZ:
```
28
Properties=species:S:1:pos:R:3:lowdin_charge:R:1
C -0.957 -0.800 0.121 -0.239
H -1.795 -2.435 1.333 0.097
H -3.091 0.566 -0.184 0.060
H -2.670 -2.232 -0.294 0.101
C -1.068 0.621 0.110 -0.225
C 1.074 0.019 -0.327 -0.386
P 2.626 0.030 1.452 0.813
C -2.199 -1.634 0.586 -0.036
H 0.045 -3.476 -0.003 0.090
H 1.768 -0.731 -2.254 0.100
C 0.144 1.150 -0.110 -0.271
H 1.594 1.010 -2.068 0.050
H 2.937 0.251 -1.155 0.036
H 1.053 -2.882 -1.340 0.062
H -2.894 1.375 1.255 0.089
H 1.845 0.214 2.601 -0.173
C 0.787 -2.670 -0.307 -0.045
H 2.603 1.452 1.352 -0.164
C 0.430 2.611 -0.142 -0.039
H -2.910 -0.863 1.055 0.070
H 1.220 2.884 -0.873 0.086
H 1.717 -2.815 0.286 0.070
C 0.244 -1.261 -0.160 -0.252
C 1.952 0.151 -1.577 -0.057
H -2.438 2.234 -0.163 0.082
H -0.559 3.133 -0.227 0.090
H 0.947 2.873 0.742 0.043
C -2.405 1.226 0.292 -0.051
```

The LUMO energy is 0.19 eV. The maximum force is 4.3 eV/Å. The relative energy (zero: lowest compared OMol25 entry of this formula, charge and spin) comes out at 128.0 kJ/mol. The total energy comes out at -732.46824 Eh. The calculation puts the HOMO-LUMO gap at 7.939 eV. The calculation puts the HOMO energy at -7.748 eV.

No. 3
C10H18BClO2 | the ωB97M-V functional and the def2-TZVPD basis

Geometry as XYZ:
```
32
Properties=species:S:1:pos:R:3:lowdin_charge:R:1
C -0.250 2.859 -0.717 0.029
C -0.379 1.409 -0.133 -0.380
H 2.830 1.158 -0.691 -0.019
C -1.241 0.379 -0.933 -0.412
Cl 2.833 1.680 1.587 0.417
C 1.080 -2.097 0.847 0.020
C 2.684 -3.734 1.927 -0.088
H -1.676 2.156 1.407 0.075
H -0.512 3.517 0.079 0.088
C 2.167 1.755 -0.152 -0.365
H 2.889 -1.538 1.676 0.079
H -3.136 1.100 0.234 0.097
C -0.978 0.298 -2.513 0.028
O 0.951 0.678 -0.104 -0.131
H 0.780 2.746 -0.978 0.027
H -0.089 1.718 1.944 0.077
H 0.483 -2.907 0.486 0.085
H -1.325 1.239 -3.021 0.095
H 2.829 -3.580 3.018 0.072
C 2.217 -2.335 1.451 -0.165
H -1.422 -0.542 -3.001 0.074
H 3.621 -4.175 1.523 0.075
H -3.185 0.993 -1.525 0.063
C -0.913 1.430 1.297 -0.023
H 1.807 -4.464 1.810 0.091
B 0.464 -0.696 0.222 -0.431
C -2.767 0.534 -0.666 0.010
O -0.741 -0.856 -0.378 0.107
H -1.139 0.399 1.805 0.147
H -3.181 -0.468 -0.583 0.092
H 0.145 0.223 -2.458 0.107
H -0.838 2.843 -1.587 0.061
```

The LUMO energy is 0.58 eV. The maximum force is 3.7 eV/Å. The relative energy (zero: lowest compared OMol25 entry of this formula, charge and spin) comes out at 0.0 kJ/mol. The total energy comes out at -1027.23799 Eh. The calculation puts the HOMO-LUMO gap at 8.308 eV. The calculation puts the HOMO energy at -7.727 eV.

No. 4
C10H18Cl2FeN2 | the ωB97M-V functional and the def2-TZVPD basis

Geometry as XYZ:
```
33
Properties=species:S:1:pos:R:3:lowdin_charge:R:1
C -0.428 0.492 -1.302 -0.290
H -1.107 1.741 4.850 0.096
C 0.973 -0.695 5.078 -0.045
H 2.601 -1.252 -1.656 0.024
N -0.121 -0.075 4.382 -0.216
C -0.596 -0.179 -4.109 -0.224
C 0.852 0.211 -1.986 -0.478
H -0.942 0.533 6.151 0.078
C -1.512 0.970 -2.110 -0.224
N -0.252 -0.169 1.941 0.110
H -2.700 0.206 -3.760 0.092
C 2.270 -0.264 -1.349 -0.347
H -0.383 0.810 -4.524 0.106
H 0.480 -1.671 -2.976 0.098
H 3.040 0.521 -1.345 0.025
Cl 0.640 -2.336 0.081 -0.064
H -0.755 -0.869 -4.945 0.101
H -1.140 1.905 -2.576 0.116
Fe 1.044 -0.185 -0.104 -0.086
H 0.777 -0.570 6.143 0.075
H 1.548 -0.620 -3.827 0.106
H -2.143 0.277 4.853 0.094
H -2.439 1.215 -1.549 0.115
H -1.975 -1.049 -2.726 0.118
H 1.944 -0.225 4.842 0.099
H 1.040 -1.772 4.850 0.099
H -0.816 0.220 -0.226 0.093
Cl 1.708 1.753 0.780 -0.073
C 0.594 -0.635 -3.278 -0.181
C -0.159 -0.132 3.099 -0.291
C -1.136 0.663 5.082 -0.051
C -1.808 -0.084 -3.212 -0.203
H 0.898 1.267 -2.304 0.130
```

The LUMO energy (spin up / spin down) is 2.76 / 2.75 eV. As for the spin multiplicity: 6. As for the charge: -1. The maximum force is 7.3 eV/Å. The relative energy (zero: lowest compared OMol25 entry of this formula, charge and spin) comes out at 0.0 kJ/mol. The total energy comes out at -2685.32877 Eh. The calculation puts the HOMO-LUMO gap (spin up / spin down) at 4.694 / 5.600 eV. The calculation puts the HOMO energy (spin up / spin down) at -1.938 / -2.851 eV.

No. 5
C10H18Cl2LaN2 | the ωB97M-V functional and the def2-TZVPD basis

Geometry as XYZ:
```
33
Properties=species:S:1:pos:R:3:lowdin_charge:R:1
Cl 2.768 -2.849 -0.815 -0.402
H -1.648 -1.599 -4.052 0.099
Cl 1.930 1.978 0.956 -0.364
C 4.583 -0.456 -0.048 -0.633
C -0.140 -0.373 2.636 -0.289
N -0.226 -0.224 3.944 -0.205
La 2.402 -0.271 -0.331 0.850
H -3.165 0.467 -4.026 0.102
H -1.020 -0.152 -4.657 0.106
C 0.076 0.535 -1.973 -0.236
H 0.741 -0.497 5.766 0.075
H -0.346 -1.629 -2.139 0.115
H -2.987 1.328 -1.487 0.106
C -0.868 1.391 -1.679 -0.118
H 5.176 -1.083 -0.797 -0.151
C -2.534 0.147 -3.197 -0.193
C -1.322 -0.627 -3.728 -0.209
N 0.187 -0.630 1.524 0.081
H -0.676 2.228 -0.955 0.115
H 0.998 -1.821 4.582 0.096
H -2.417 2.237 -2.798 0.106
H 5.285 0.432 0.070 -0.155
H 1.846 -0.264 4.365 0.101
H -2.270 0.092 4.473 0.084
C -2.222 1.312 -2.264 -0.203
H 0.711 -1.021 -3.316 0.108
C -0.182 -0.735 -2.750 -0.211
H 1.128 0.929 -1.959 0.041
C 0.912 -0.733 4.713 -0.038
H -1.046 0.378 5.740 0.076
C -1.272 0.501 4.673 -0.046
H -1.269 1.576 4.441 0.090
H -3.135 -0.565 -2.646 0.100
```

The LUMO energy is 2.52 eV. As for the charge: -1. The maximum force is 3.5 eV/Å. The total energy comes out at -1453.27467 Eh. The calculation puts the HOMO-LUMO gap at 3.984 eV. The calculation puts the HOMO energy at -1.466 eV.

No. 6
C10H18Cl3NO3S | the ωB97M-V functional and the def2-TZVPD basis

Geometry as XYZ:
```
36
Properties=species:S:1:pos:R:3:lowdin_charge:R:1
H 0.401 0.733 -2.039 0.153
N -0.510 -0.810 -1.084 -0.113
H 3.169 1.057 1.703 0.115
Cl -1.387 -3.428 -3.260 0.629
H -1.341 2.379 1.428 0.119
H 2.205 2.161 -0.972 0.110
C 1.696 0.121 -0.451 -0.153
C 2.597 1.360 -0.342 -0.187
H 0.103 1.738 3.128 0.110
H -1.472 1.563 -0.790 0.120
O -2.372 -1.168 0.621 -0.282
H 3.588 2.636 1.047 0.106
H 0.891 0.492 2.197 0.089
H 2.153 -0.590 -1.147 0.117
C -2.465 -3.523 -0.787 -0.373
Cl -4.166 -4.042 -2.802 0.608
C 0.292 0.416 -0.990 -0.340
H 3.584 1.105 -0.734 0.107
O -0.075 -1.697 1.288 -0.228
H -2.453 -4.616 -0.725 0.130
C 2.801 1.877 1.082 -0.210
H -3.229 -3.110 -0.117 0.119
H 1.618 -0.384 0.508 0.087
C -0.740 1.492 1.204 -0.191
H 0.013 2.473 -0.551 0.104
O -1.201 -3.079 -0.385 -0.262
H -1.348 0.623 1.447 0.071
H 1.938 2.974 2.678 0.105
S -1.060 -1.590 0.269 0.593
Cl -3.176 -1.379 -2.309 0.651
H -0.010 -1.506 -1.618 0.084
C 0.478 1.496 2.131 -0.192
C -0.493 1.537 -0.305 -0.147
C -2.783 -3.101 -2.223 -1.561
C 1.580 2.498 1.762 -0.198
H 1.172 3.292 1.134 0.107
```

The LUMO energy is 0.44 eV. As for the SMILES: O=S(=O)(NC1CCCCCCC1)OCC(Cl)(Cl)Cl. The maximum force is 1.3 eV/Å. The relative energy (zero: lowest compared OMol25 entry of this formula, charge and spin) comes out at 18.9 kJ/mol. The total energy comes out at -2451.05592 Eh. The calculation puts the HOMO-LUMO gap at 10.418 eV. The calculation puts the HOMO energy at -9.977 eV.

Which value of maximum force does entry 6 give? 1.3 eV/Å

Which value of maximum force does entry 1 give? 1.4 eV/Å